Formula: C5H13NO
Source: OMol25
Level of theory: the ωB97M-V functional and the def2-TZVPD basis

Positions of all 20 atoms, in Å:
C (0.29502, 0.73296, 1.59341)
C (-0.89617, 0.94043, 0.64738)
C (-0.82949, 0.06250, -0.64157)
C (-2.27581, -1.86091, -1.23380)
C (-1.33684, -1.33007, -0.45282)
N (1.60485, 0.71493, 0.99402)
H (0.21357, 1.45133, 2.41888)
H (0.11780, -0.22497, 2.08825)
H (-0.93978, 1.97015, 0.28852)
H (-1.77612, 0.66076, 1.23377)
H (-1.28317, 0.58087, -1.48808)
H (0.24052, 0.03180, -0.80900)
H (-2.43284, -2.93095, -1.15816)
H (-2.83405, -1.29126, -1.96266)
H (-0.89287, -1.93023, 0.33779)
H (2.24003, 0.05422, 1.40584)
H (1.97914, 1.61399, 0.74384)
H (3.51549, 0.63305, -0.99390)
H (2.18690, 0.04748, -1.34771)
O (3.10383, 0.07393, -1.66401)

Atoms 1-3, force components in eV/Å:
C -0.6 -0.2 0.7
C 0.2 -0.4 -0.7
C 0.2 0.5 1.3

Summary:
Structure (SMILES) = C=CCCCN.O
Total energy = -328.260334 hartree
Net charge = 0
E_HOMO = -9.2 eV
HOMO-LUMO gap = 10.03 eV

Atomic partial charges in e from the Löwdin method, atoms 1 to 6: -0.299, -0.188, -0.212, -0.004, -0.191, -0.008

Formula: C4H6N4O2
Source: OMol25
Level of theory: the ωB97M-V functional and the def2-TZVPD basis

Positions of all 16 atoms, in Å:
C (-0.75285, -1.26359, 1.15080)
C (-1.62301, -0.84092, 0.20635)
C (0.65076, -0.67714, 1.18583)
C (-1.27136, 0.16948, -0.82481)
N (1.31149, -0.72467, 2.26852)
N (-2.29372, 0.57341, -1.47879)
N (1.14794, -0.22029, -0.01169)
N (-0.02060, 0.76103, -0.71065)
O (2.31815, 0.49977, -0.02017)
O (0.63793, 1.35225, -1.74379)
H (-1.07187, -2.07197, 1.90307)
H (-2.62844, -1.35390, -0.02698)
H (2.08624, -0.09971, 2.27477)
H (-2.24061, 1.47808, -1.97605)
H (2.93241, 0.15948, -0.71615)
H (0.81755, 2.25870, -1.48025)

Atoms 1-3, force components in eV/Å:
C -0.5 -0.4 -0.6
C 0.3 -2.1 -0.4
C -0.4 -0.6 2.1

Summary:
Structure (SMILES) = [H]/N=c1/cc/c(=N/[H])n(O)n1O
Total energy = -525.317373 hartree
Net charge = 0
E_HOMO = -9.1 eV
HOMO-LUMO gap = 9.38 eV

Atomic partial charges in e from the Löwdin method, atoms 1 to 6: -0.005, -0.043, -0.425, -0.418, 0.159, 0.135

Formula: C2H11NO3
Source: OMol25
Level of theory: the ωB97M-V functional and the def2-TZVPD basis

Positions of all 17 atoms, in Å:
C (1.82801, 3.15737, -0.09412)
C (1.42792, 2.27267, -1.00448)
N (0.32280, 1.43552, -0.91354)
H (1.60546, 3.08447, 0.96428)
H (2.52621, 3.95316, -0.31427)
H (1.79190, 2.44827, -2.01092)
H (0.11509, 1.11694, 0.02080)
H (0.30468, 0.63546, -1.53625)
H (0.58584, -0.35129, 1.76759)
H (1.80229, 0.05911, 0.97214)
O (1.43368, -0.69871, 1.45262)
H (0.24186, -3.01254, -0.77868)
H (0.53108, -1.97679, 0.31192)
O (-0.19433, -2.39273, -0.18408)
H (-3.71551, -1.58137, 0.16190)
H (-3.81884, -2.75520, 1.11626)
O (-4.23926, -2.36844, 0.34070)

Atoms 1-3, force components in eV/Å:
C 0.7 -0.3 0.8
C -0.5 1.4 -0.6
N 0.3 -0.9 0.1

Summary:
Structure (SMILES) = C=CN.O.O.O
Total energy = -363.238956 hartree
Net charge = 0
E_HOMO = -8.8 eV
HOMO-LUMO gap = 9.13 eV

Atomic partial charges in e from the Löwdin method, atoms 1 to 6: -0.037, -0.314, 0.041, 0.042, 0.040, 0.100